Density functional theory data (the ωB97M-V functional and the def2-TZVPD basis) for a structure of composition C9H6Cl4HfNO4.

The orbital gap is 7.52 eV. For the HOMO energy, the calculation gives -11.959 eV. The total energy comes out at -70503.2197 eV.

```
! RIJCOSX wB97M-V def2-TZVPD def2/J DEFGRID3
* xyz 1 1
Hf -0.141 -0.006 0.037
N -0.995 0.507 -1.996
C -2.266 -0.305 -1.941
C -3.036 -0.103 -0.617
C -2.754 -1.122 0.507
O -3.527 -1.965 0.819
O -1.531 -0.979 1.096
H -1.222 1.492 -2.127
H -0.427 0.238 -2.799
H -1.994 -1.354 -2.087
H -2.903 -0.023 -2.777
H -4.099 -0.186 -0.838
H -2.903 0.925 -0.244
Cl 6.372 -0.199 1.383
C 4.757 0.329 1.191
C 4.347 1.547 1.735
Cl 5.454 2.521 2.600
C 3.025 1.981 1.581
Cl 2.475 3.456 2.245
C 2.143 1.194 0.863
O 0.804 1.557 0.714
C 2.554 -0.026 0.318
O 1.598 -0.803 -0.337
C 3.853 -0.473 0.486
Cl 4.308 -1.978 -0.183
*
```